Entry 1:
Below is one molecule with the formula C5H9NO, with properties calculated with ωB97M-V/def2-TZVPD.

Positions of all 16 atoms, in Å:
N 2.53040 0.54850 0.54881
C 1.38828 0.35757 0.03826
C 0.84549 -1.05212 -0.07285
C -0.63311 -1.18837 0.11006
C -1.43724 0.02588 -0.35176
C -0.74062 1.37096 -0.32207
O 0.67939 1.35430 -0.56144
H 2.77410 1.53804 0.48071
H 1.11257 -1.41637 -1.06643
H 1.32258 -1.66654 0.68616
H -0.78329 -1.29121 1.36145
H -1.10329 -2.09740 -0.25297
H -2.33566 -0.07521 -0.97137
H -1.59238 -0.29481 0.74338
H -0.88085 1.80140 0.67637
H -1.14636 2.08539 -1.04630

**Structure (SMILES)**: [H]/N=C1/CCCCO1
**DFT total energy**: -8865.414 eV
**Maximum force**: 4.51 eV Å⁻¹
**Net charge**: 0
**Multiplicity**: 1

Atomic partial charges in e from the natural (NBO) method, atoms 1 to 8: number 1, N, carries -0.67; number 2, C, carries 0.56; number 3, C, carries -0.50; number 4, C, carries -0.34; number 5, C, carries -0.57; number 6, C, carries -0.07; number 7, O, carries -0.52; number 8, H, carries 0.34


Entry 2:
Below is C5H6O2S as an isolated structure, with properties calculated with ωB97M-V/def2-TZVPD.

Positions of all 14 atoms, in Å:
C 1.17387 -0.28855 -0.72680
C -0.27091 -0.68884 -1.14293
C 0.45770 1.08250 -0.67905
C -0.62938 0.99111 0.38228
C -1.22927 -0.34033 0.01175
H 1.46283 -0.80683 1.08913
H 1.80833 -0.25212 -1.62365
H -0.48970 -1.61571 -1.73252
H 0.89440 2.04123 -0.87101
H -1.21188 1.88693 0.66562
H -2.27560 -0.42484 -0.11889
O 1.95652 -0.85017 0.29516
O -0.30366 0.58057 -1.88347
S -0.65146 -0.20045 1.76414

**DFT total energy**: -20209.750 eV
**Maximum force**: 1.94 eV Å⁻¹
**Net charge**: 0
**Multiplicity**: 1

Atomic partial charges in e from the natural (NBO) method, atoms 1 to 8: number 1, C, carries 0.08; number 2, C, carries 0.03; number 3, C, carries 0.03; number 4, C, carries -0.33; number 5, C, carries -0.30; number 6, H, carries 0.48; number 7, H, carries 0.21; number 8, H, carries 0.21


Entry 3:
Below is one molecule with the formula C20H29N3O3, with properties calculated with ωB97M-V/def2-TZVPD.

Positions of all 55 atoms, in Å:
C 3.84515 0.00846 -2.23416
C 2.95656 0.54434 -1.11780
H 2.72897 1.59206 -1.32213
H 3.50542 0.48586 -0.17259
C 1.61034 -0.18523 -0.92827
N 1.03586 0.28628 0.35304
C 0.48313 1.52167 0.37437
O 0.36696 2.21661 -0.61317
C -0.00096 2.06597 1.72681
N -0.70700 1.12465 2.56750
C -1.61901 0.24561 2.10033
O -1.83744 0.09088 0.91635
C -2.31855 -0.53959 3.18697
H -1.58806 -1.02231 3.83219
H -2.93225 0.12894 3.78726
H -2.95710 -1.29200 2.73357
H -0.59226 1.22062 3.56350
H -0.64396 2.92037 1.47937
H 0.86599 2.43834 2.27664
C 1.39740 -0.38784 1.54905
C 2.40382 0.12978 2.35900
C 2.76820 -0.52179 3.52425
C 2.13527 -1.69671 3.89160
C 1.13276 -2.21548 3.08894
C 0.76248 -1.56755 1.92434
H -0.03197 -1.96529 1.31362
H 0.63509 -3.13170 3.37079
H 2.42260 -2.20651 4.79875
H 3.55356 -0.11292 4.14256
H 2.90457 1.04273 2.07055
C 1.78438 -1.70337 -0.92837
H 2.51740 -2.02060 -0.18884
H 2.12266 -2.00961 -1.91422
H 0.83681 -2.19793 -0.73397
C 0.64454 0.11629 -2.10347
O 1.06595 0.39815 -3.20558
N -0.64904 -0.15185 -1.85068
H -0.98667 -0.17618 -0.89691
C -1.66393 0.11582 -2.85163
C -2.86430 -0.81485 -2.64249
C -3.82481 0.00630 -1.78740
H -3.47115 0.03122 -0.75719
C -3.71765 1.39718 -2.40590
H -4.30711 1.43669 -3.32428
H -4.07610 2.17913 -1.73801
C -2.22748 1.54963 -2.72763
H -2.06517 2.11850 -3.64104
H -1.70189 2.06227 -1.92260
H -4.84178 -0.38511 -1.80248
H -3.32420 -1.04287 -3.60516
H -2.56741 -1.75046 -2.17070
H -1.17830 -0.04165 -3.81763
H 4.70749 0.66194 -2.34772
H 3.29566 -0.00464 -3.16950
H 4.20655 -0.99226 -2.00984

**Structure (SMILES)**: CC[C@](C)(C(=O)NC1CCCC1)N(C(=O)CNC(C)=O)c1ccccc1
**DFT total energy**: -31825.486 eV
**Maximum force**: 0.81 eV Å⁻¹
**Net charge**: 0
**Multiplicity**: 1

Atomic partial charges in e from the natural (NBO) method, atoms 1 to 8: number 1, C, carries -0.62; number 2, C, carries -0.41; number 3, H, carries 0.23; number 4, H, carries 0.19; number 5, C, carries 0.09; number 6, N, carries -0.51; number 7, C, carries 0.72; number 8, O, carries -0.61


Entry 4:
Below is a 5-piece molecular cluster, C37H48ClF3NO3 overall, with properties calculated with ωB97M-V/def2-TZVPD.

Positions of all 93 atoms, in Å:
C -3.08134 1.56149 3.79162
C -3.15795 2.10295 2.36054
O -4.17565 1.43011 1.61353
C -3.74770 0.88676 0.39224
C -2.83430 -0.34623 0.57772
C -1.34023 -0.09583 0.31235
O -0.61801 -0.27860 1.51144
C 0.76069 -0.52372 1.34699
C 1.36923 0.05431 0.07418
C 2.85503 -0.25399 0.01455
N 0.57121 -0.41339 -1.16188
Cl 1.46251 -1.41134 -2.26790
C -0.80494 -0.98709 -0.81026
C -0.81165 -2.48969 -0.49574
C -1.55964 -3.32520 -1.53049
O -0.74142 -3.49489 -2.66979
C -1.29301 -4.31839 -3.66216
C -2.36942 -3.59785 -4.47910
F -2.45318 -4.11019 -5.70404
F -3.58160 -3.70471 -3.91458
F -2.10983 -2.28812 -4.59090
H -2.20657 0.91474 3.92299
H -3.00138 2.37466 4.51555
H -3.97093 0.96360 4.00002
H -3.38740 3.17458 2.34220
H -2.17624 1.98247 1.88261
H -4.65673 0.59845 -0.14413
H -3.23930 1.65218 -0.21721
H -2.93398 -0.68237 1.61456
H -3.19581 -1.13762 -0.09107
H -1.23266 0.95118 -0.03383
H 0.95004 -1.60972 1.36976
H 1.29617 -0.09911 2.20178
H 1.25751 1.14545 0.08699
H 3.06984 -1.32499 0.05333
H 3.30000 0.18334 0.91582
H 3.34785 0.22487 -0.83378
H 0.38643 0.42609 -1.71570
H -1.42989 -0.79022 -1.69049
H 0.19383 -2.88549 -0.32947
H -1.35078 -2.61786 0.45138
H -1.83943 -4.29461 -1.09426
H -2.48806 -2.79641 -1.80136
H -1.74463 -5.22691 -3.24372
H -0.49663 -4.61698 -4.34850
C 3.12602 2.13522 -6.29709
C 2.89332 1.23497 -5.26742
C 1.94764 1.53010 -4.29598
C 1.23244 2.71913 -4.35170
C 1.46497 3.61765 -5.38286
C 2.41319 3.32514 -6.35325
H 3.86305 1.90967 -7.05611
H 3.44844 0.30624 -5.22510
H 1.77488 0.81915 -3.49633
H 0.49094 2.95201 -3.59589
H 0.90823 4.54392 -5.43084
H 2.59707 4.02661 -7.15598
C -1.86758 6.67544 0.39016
C -2.62491 7.76954 0.78483
C -4.00349 7.65505 0.89943
C -4.62678 6.44563 0.62395
C -3.86995 5.35091 0.23085
C -2.49176 5.46744 0.11178
H -0.79272 6.76626 0.29915
H -2.14042 8.71214 1.00310
H -4.59322 8.50978 1.20346
H -5.70126 6.35641 0.71565
H -4.35651 4.40654 0.01764
H -1.90121 4.61333 -0.19935
C 7.93943 -3.61208 0.15401
C 7.77589 -3.42173 1.51927
C 6.51525 -3.16460 2.03961
C 5.41807 -3.10315 1.19208
C 5.58100 -3.29555 -0.17323
C 6.84247 -3.54776 -0.69379
H 8.92304 -3.81207 -0.24979
H 8.63184 -3.47515 2.17884
H 6.38890 -3.01448 3.10386
H 4.43305 -2.90938 1.60157
H 4.72395 -3.25303 -0.83590
H 6.97126 -3.69647 -1.75794
C 0.06383 -2.71274 4.57907
C -0.07170 -2.46191 5.93789
C -1.31114 -2.11728 6.45879
C -2.41685 -2.02743 5.62387
C -2.28256 -2.27935 4.26602
C -1.04173 -2.61899 3.74537
H 1.03131 -2.98442 4.17385
H 0.78747 -2.53856 6.59127
H -1.41644 -1.92085 7.51750
H -3.38335 -1.76283 6.03233
H -3.14711 -2.21145 3.61679
H -0.93628 -2.81273 2.68478

**DFT total energy**: -67446.532 eV
**Maximum force**: 0.74 eV Å⁻¹
**Net charge**: +1
**Multiplicity**: 1

Atomic partial charges in e from the Löwdin method, atoms 1 to 8: number 1, C, carries -0.05; number 2, C, carries -0.24; number 3, O, carries -0.15; number 4, C, carries -0.21; number 5, C, carries -0.06; number 6, C, carries -0.30; number 7, O, carries -0.08; number 8, C, carries -0.15


Entry 5:
Below is C5H8O2 as an isolated structure, with properties calculated with ωB97M-V/def2-TZVPD.

Positions of all 15 atoms, in Å:
C -1.69071 -0.05248 0.81421
C -0.98551 -0.15358 -0.93459
O -0.12229 0.84251 -1.27206
C 1.12199 1.00304 -0.58587
C 1.58707 -0.32220 -0.03538
O 0.62626 -0.79076 0.88757
C -0.63807 -0.97249 0.30213
H -1.35565 0.76011 1.44945
H -2.66908 -0.47766 1.03708
H -2.05796 0.31686 -0.47999
H 0.99639 1.72334 0.23336
H 1.82228 1.41807 -1.31835
H 1.72817 -1.04110 -0.85530
H 2.52899 -0.22067 0.50983
H -0.89189 -2.03301 0.24792

**DFT total energy**: -9405.086 eV
**Maximum force**: 0.29 eV Å⁻¹
**Net charge**: 0
**Multiplicity**: 1

Atomic partial charges in e from the natural (NBO) method, atoms 1 to 8: number 1, C, carries -0.51; number 2, C, carries 0.05; number 3, O, carries -0.50; number 4, C, carries -0.10; number 5, C, carries -0.10; number 6, O, carries -0.51; number 7, C, carries -0.01; number 8, H, carries 0.23